1.
DFT (the ωB97M-V functional and the def2-TZVPD basis) results for a 2-piece molecular cluster, C2HI overall.

Element x y z (Å)
C (1.1456, -0.0399, 0.0249)
C (0.0079, -0.4224, 0.0241)
I (-3.3526, 0.0162, 0.0281)
H (2.1992, 0.4461, -0.0771)

Its charge is 0. For the highest occupied orbital energy (alpha / beta), the calculation gives -10.30 / -10.41 eV.


2.
DFT (the ωB97M-V functional and the def2-TZVPD basis) results for C41H35Cl3FeN2O8PS3 as an isolated structure.

Element x y z (Å)
Fe (-0.0849, -0.2521, -0.5815)
O (1.3439, -2.1147, 2.4015)
S (-0.8572, 0.1266, 2.2407)
O (-0.0619, 0.3238, 3.4297)
O (-0.7652, 1.1602, 1.2212)
C (-2.5613, 0.0856, 2.7996)
C (-2.7388, 0.3284, 4.1568)
C (-3.9962, 0.2528, 4.7307)
C (-5.0934, -0.0528, 3.9445)
C (-4.9272, -0.2796, 2.5887)
C (-3.6676, -0.2256, 1.9995)
S (-3.6707, -0.6571, 0.2482)
O (-4.8825, -0.0518, -0.2604)
O (-3.6419, -2.1061, 0.2018)
O (-2.4579, -0.0544, -0.3295)
H (-1.8687, 0.5682, 4.7506)
H (-4.1146, 0.4273, 5.7930)
H (-6.0803, -0.1168, 4.3859)
H (-5.7718, -0.5043, 1.9520)
O (1.6986, -1.2823, -1.4951)
C (1.2621, -0.2616, -2.0275)
C (1.4969, 0.6125, -3.0816)
C (2.5849, 0.5248, -4.0042)
C (2.6961, 1.4719, -4.9934)
C (1.7700, 2.5215, -5.1228)
C (0.7030, 2.6092, -4.2195)
C (0.5612, 1.6749, -3.2231)
P (-0.7322, 1.5473, -1.9546)
C (-0.7894, 3.2552, -1.3237)
C (0.0849, 3.5696, -0.2828)
C (0.1700, 4.8713, 0.1846)
C (-0.6212, 5.8664, -0.3747)
C (-1.4890, 5.5587, -1.4121)
C (-1.5722, 4.2571, -1.8885)
C (-2.2403, 1.3037, -2.9486)
C (-3.4959, 1.6829, -2.4859)
C (-4.6325, 1.3737, -3.2157)
C (-4.5278, 0.6686, -4.4053)
C (-3.2804, 0.2642, -4.8623)
C (-2.1410, 0.5779, -4.1357)
H (3.3059, -0.2774, -3.9091)
H (3.5228, 1.4101, -5.6920)
H (1.8807, 3.2523, -5.9124)
H (-0.0164, 3.4167, -4.3068)
H (0.6788, 2.7839, 0.1693)
H (0.8462, 5.1069, 0.9967)
H (-0.5652, 6.8804, 0.0018)
H (-2.1062, 6.3321, -1.8524)
H (-2.2465, 4.0251, -2.7033)
H (-3.5922, 2.1804, -1.5301)
H (-5.6041, 1.6539, -2.8315)
H (-5.4191, 0.4169, -4.9667)
H (-3.1928, -0.2982, -5.7837)
H (-1.1676, 0.2596, -4.4900)
Cl (-1.8259, -4.0808, 1.6767)
C (-0.5543, -3.5179, 2.7393)
Cl (-1.2724, -3.0320, 4.3114)
Cl (0.6218, -4.8137, 3.0174)
C (0.1570, -2.2081, 2.2186)
N (-0.7202, -1.3420, 1.6306)
N (-1.0922, -2.2159, -1.5408)
C (-0.5719, -3.5455, -1.5941)
C (0.4913, -3.9087, -0.7742)
C (0.9746, -5.2061, -0.7902)
C (0.4199, -6.1551, -1.6397)
C (-0.6226, -5.7891, -2.4781)
C (-1.1158, -4.4917, -2.4553)
H (-1.6850, -2.1383, -0.7064)
H (-1.7242, -2.0403, -2.3146)
H (0.9447, -3.1624, -0.1355)
H (1.7923, -5.4750, -0.1335)
H (0.7970, -7.1700, -1.6479)
H (-1.0684, -6.5197, -3.1420)
H (-1.9450, -4.2107, -3.0952)
C (5.7760, 0.4372, 6.1222)
C (5.0877, 0.2285, 4.7985)
C (3.8378, 0.7774, 4.5440)
C (3.1976, 0.5901, 3.3250)
C (3.8286, -0.1521, 2.3496)
C (5.0620, -0.7477, 2.5900)
C (5.6900, -0.5455, 3.8059)
S (3.0249, -0.4805, 0.7908)
C (4.1513, 0.4791, -0.2309)
O (1.7649, 0.3556, 0.7766)
H (5.2885, 1.2224, 6.6989)
H (6.8210, 0.7169, 5.9791)
H (5.7601, -0.4771, 6.7194)
H (3.3409, 1.3510, 5.3180)
H (2.2109, 0.9877, 3.1361)
H (5.5218, -1.3799, 1.8379)
H (6.6543, -1.0038, 3.9957)
H (4.1201, 1.5063, 0.1295)
H (3.7695, 0.4182, -1.2499)
H (5.1595, 0.0713, -0.1736)

Its charge is -1. As for the spin multiplicity: 5. For the highest occupied orbital energy (alpha / beta), the calculation gives -3.28 / -5.86 eV.


3.
DFT (the ωB97M-V functional and the def2-TZVPD basis) results for C27H46As3ClNO2SSiZr as an isolated structure.

Element x y z (Å)
Zr (-0.3165, 0.0181, -0.6649)
C (3.3525, -1.8004, -0.3908)
As (1.4658, -2.1563, -0.0755)
C (1.1879, -3.6134, -1.3277)
C (1.3743, -3.1725, 1.5913)
C (1.5158, -2.4392, 2.9284)
C (2.8474, -1.6896, 2.9703)
C (0.3572, -1.4703, 3.2018)
As (0.1233, 0.1676, 2.1503)
C (-1.4007, 0.8645, 3.1266)
C (1.4940, 1.4039, 2.7759)
C (1.5591, -3.4757, 4.0765)
As (0.2138, -4.8891, 4.5132)
C (0.6330, -6.2112, 3.1219)
C (-1.5209, -4.3038, 3.7883)
H (3.9496, -2.6124, 0.0256)
H (3.6672, -0.8565, 0.0475)
H (3.5048, -1.7496, -1.4670)
H (1.9518, -4.3722, -1.1527)
H (1.2672, -3.2370, -2.3459)
H (0.2016, -4.0521, -1.1888)
H (2.1491, -3.9425, 1.5132)
H (0.4180, -3.6942, 1.5513)
H (2.9298, -0.9284, 2.1914)
H (3.6814, -2.3812, 2.8375)
H (2.9812, -1.1895, 3.9315)
H (0.4258, -1.1240, 4.2386)
H (-0.5980, -1.9839, 3.1078)
H (-1.1706, 0.8284, 4.1922)
H (-2.2792, 0.2618, 2.9071)
H (-1.5951, 1.8879, 2.8145)
H (1.1805, 2.4134, 2.5123)
H (2.4679, 1.2107, 2.3322)
H (1.5715, 1.3286, 3.8616)
H (1.6917, -2.9229, 5.0100)
H (2.4731, -4.0691, 3.9626)
H (1.6751, -6.5119, 3.2245)
H (0.4561, -5.8562, 2.1085)
H (0.0127, -7.0893, 3.2973)
H (-1.9237, -3.4780, 4.3723)
H (-2.1921, -5.1538, 3.9130)
H (-1.5059, -4.0396, 2.7321)
C (-4.1040, 4.6015, 0.8029)
Si (-3.2062, 4.7363, -0.8314)
C (-3.0512, 6.5361, -1.3152)
C (-4.0537, 3.7697, -2.1980)
C (-1.4397, 4.0624, -0.6109)
C (-0.3334, 4.8929, -0.7408)
C (0.9765, 4.4046, -0.6645)
C (1.1570, 3.0581, -0.4671)
N (0.1076, 2.2402, -0.2977)
C (-1.1462, 2.7163, -0.3578)
S (-2.3595, 1.4559, -0.1270)
H (-5.0673, 5.1128, 0.7369)
H (-3.5382, 5.0734, 1.6083)
H (-4.2958, 3.5658, 1.0801)
H (-4.0433, 6.9185, -1.5631)
H (-2.4251, 6.6848, -2.1969)
H (-2.6595, 7.1551, -0.5067)
H (-4.6242, 4.4480, -2.8351)
H (-4.7386, 3.0236, -1.7965)
H (-3.3332, 3.2444, -2.8256)
H (-0.4757, 5.9507, -0.9236)
H (1.8282, 5.0591, -0.7771)
H (2.1388, 2.6011, -0.4406)
O (1.3342, 0.0004, -2.1165)
C (0.5532, 0.4104, -3.0579)
O (-0.5645, 0.8761, -2.7077)
C (0.9280, 0.2677, -4.4720)
C (0.0485, 0.7114, -5.4569)
C (0.3928, 0.5699, -6.7900)
C (1.6058, -0.0117, -7.1337)
C (2.4833, -0.4528, -6.1515)
C (2.1467, -0.3112, -4.8166)
H (-0.8933, 1.1563, -5.1664)
H (-0.2821, 0.9114, -7.5627)
H (1.8695, -0.1208, -8.1773)
H (3.4270, -0.9018, -6.4291)
H (2.8200, -0.6378, -4.0357)
Cl (-1.7034, -1.8457, -1.7902)
C (-1.6769, -1.7046, 0.0470)
H (-1.3787, -2.6798, 0.4237)
H (-2.7009, -1.4679, 0.3251)

Its charge is +1. For the highest occupied orbital energy, the calculation gives -10.80 eV.


4.
DFT (the ωB97M-V functional and the def2-TZVPD basis) results for C10H35NO7 as an isolated structure.

Element x y z (Å)
C (14.8133, -19.0960, 16.7154)
C (15.3363, -20.5171, 16.8947)
O (16.7319, -20.4890, 16.8004)
H (13.7237, -19.1208, 16.7003)
H (14.9901, -18.6403, 15.7412)
H (15.1012, -18.4099, 17.5120)
H (15.0225, -21.1424, 16.0589)
H (14.9371, -20.9985, 17.7874)
H (17.1441, -21.3506, 16.8973)
C (17.8710, -18.3231, 18.7676)
C (17.6481, -19.4549, 19.8483)
O (16.5204, -20.2429, 19.6074)
H (17.0874, -17.5889, 18.9546)
H (17.6667, -18.7749, 17.7969)
H (18.8975, -17.9564, 18.7684)
H (17.5237, -19.0322, 20.8453)
H (18.4645, -20.1760, 19.8882)
H (16.5593, -20.6437, 18.7360)
C (18.5040, -20.3452, 22.2128)
C (17.9705, -19.6796, 23.4597)
O (16.8397, -18.9391, 23.0498)
H (19.4043, -20.9047, 22.4666)
H (18.8029, -19.6452, 21.4325)
H (17.8046, -21.0391, 21.7466)
H (18.6996, -18.9565, 23.8251)
H (17.7780, -20.3621, 24.2875)
H (16.0525, -19.4024, 23.3452)
O (18.4180, -16.6092, 20.0208)
H (19.0258, -16.1003, 20.5573)
H (18.0252, -17.2341, 20.6303)
O (20.5035, -18.7128, 17.8821)
H (20.7526, -18.5614, 16.9704)
H (19.6256, -18.3386, 17.9564)
O (15.1911, -20.3090, 21.1635)
H (15.8392, -20.2326, 20.4632)
H (14.8595, -19.4190, 21.2818)
C (17.7513, -22.6051, 20.7416)
C (19.0336, -22.9506, 19.9910)
C (19.6492, -21.8384, 19.0969)
O (18.6032, -21.3037, 18.2772)
C (19.1297, -20.3460, 17.3759)
N (20.1030, -23.3027, 20.9330)
H (17.5355, -23.2653, 21.5816)
H (16.8428, -22.6611, 20.1419)
H (17.8412, -21.5639, 21.0513)
H (18.7930, -23.8277, 19.3903)
H (20.2915, -22.2924, 18.3423)
H (20.0464, -21.0006, 19.6700)
H (19.6801, -19.5518, 17.8802)
H (18.3099, -19.9239, 16.7945)
H (19.9416, -20.6945, 16.7376)
H (20.9560, -23.5291, 20.4419)
H (20.3849, -22.4817, 21.4493)

Its charge is 0. For the highest occupied orbital energy, the calculation gives -8.13 eV.